{"formula": "C4H3N5", "method": "ωB97M-V/def2-TZVPD", "species": ["C", "C", "C", "C", "N", "N", "N", "N", "N", "H", "H", "H"], "xyz": [[0.4627, 1.4259, 0.4392], [-0.3017, 0.4071, 0.1822], [0.8319, -0.7862, -0.1234], [-1.7800, 0.1523, 0.1290], [1.6175, 1.8046, 0.2109], [2.3729, 0.9036, -0.4720], [2.0044, -0.2412, -0.5652], [0.7564, -2.0659, 0.4328], [0.2921, -1.9332, -0.7199], [-2.1832, 0.3623, 1.2033], [-1.9156, -0.9772, -0.1628], [-2.1573, 0.9477, -0.5541]], "e_homo_ha": [-0.32017, -0.32019], "total_energy_ha": -427.726936, "de_lowest_kcal_mol": 127.8, "smiles": "CC1=C=NN=NC12N=N2", "charge": 0, "orbital_gap_ha": [0.269, 0.269]}

{"formula": "C4H3NO", "method": "ωB97M-V/def2-TZVPD", "species": ["C", "O", "C", "C", "C", "N", "H", "H", "H"], "xyz": [[-0.9797, 0.7777, -0.0249], [2.7212, -0.5741, -0.1698], [1.4925, -0.1533, -0.0959], [-1.7646, -0.4373, -0.0439], [0.4227, 0.3841, -0.0239], [-2.3353, -1.4285, -0.0506], [2.8778, -1.3007, 0.4515], [-1.2243, 1.3575, 0.8703], [-1.2101, 1.3746, -0.9127]], "e_homo_ha": -0.35903, "total_energy_ha": -284.118121, "de_lowest_kcal_mol": 34.5, "smiles": "N#CCC#CO", "charge": 0, "orbital_gap_ha": 0.373}

{"formula": "C4H3NO", "method": "ωB97M-V/def2-TZVPD", "species": ["O", "C", "C", "C", "C", "N", "H", "H", "H"], "xyz": [[-1.7859, 0.6834, -0.4158], [-0.2371, -0.6553, -0.1781], [1.1069, -0.2769, -0.2673], [2.2679, 0.0553, -0.3431], [-1.1602, -0.1111, 0.7815], [-1.4248, -0.1765, 1.9504], [-1.4822, 1.6029, -0.3192], [-0.5788, -1.4736, -0.8109], [3.2943, 0.3519, -0.3975]], "e_homo_ha": [-0.37774, -0.30225], "total_energy_ha": -283.985550, "de_lowest_kcal_mol": 117.7, "charge": 0, "orbital_gap_ha": [0.341, 0.226]}